Model w:
Molecular formula: C10H16N3
Method: DFT, ωB97M-V/def2-TZVPD

CARTESIAN COORDINATES (ANGSTROEM)
C (-1.2638, -0.2501, -0.5882)
C (-1.3515, -0.6816, 0.7027)
C (1.6049, 0.6208, -0.1300)
C (-0.5878, 0.8429, -1.2121)
C (-0.7673, 0.0617, 1.8375)
C (-2.2463, -1.8168, 1.0340)
C (-1.2567, 1.4162, -2.4104)
C (-1.6336, 0.3682, 3.0146)
C (3.7701, -0.6122, -0.1341)
C (2.8997, 0.4198, -0.8425)
N (1.3727, 0.2022, 1.0272)
N (0.4173, 0.5210, 1.8276)
N (0.5906, 1.3349, -0.8882)
H (-1.9220, -0.7589, -1.2870)
H (-3.0793, -1.4903, 1.6600)
H (-1.6918, -2.5569, 1.6160)
H (-2.6491, -2.2920, 0.1428)
H (-0.9530, 2.4455, -2.5944)
H (-2.3398, 1.3749, -2.3137)
H (-0.9873, 0.8252, -3.2903)
H (-1.7700, -0.5207, 3.6305)
H (-2.6132, 0.7225, 2.6991)
H (-1.1498, 1.1300, 3.6199)
H (3.2855, -1.5855, -0.1278)
H (3.9483, -0.3115, 0.8943)
H (4.7240, -0.7045, -0.6443)
H (2.7067, 0.1073, -1.8726)
H (3.4287, 1.3778, -0.8812)
H (0.9606, 2.0580, -1.4997)

Values from the calculation:
SMILES string ... CCC1=[NH+]/C(C)=C\C(C)=C(C)/N=N\1
Multiplicity ... 1
Total charge ... +1
HOMO-LUMO gap (alpha / beta) ... 7.855 / 7.856 eV

---

Model x:
Molecular formula: C10H16N3
Method: DFT, ωB97M-V/def2-TZVPD

CARTESIAN COORDINATES (ANGSTROEM)
C (3.8116, 0.0938, -0.6675)
C (3.5776, -1.1048, 0.0478)
C (2.9262, 1.1398, -0.6937)
C (2.3747, -1.3731, 0.6400)
C (1.6917, 0.9243, -0.1611)
C (1.5038, -0.2547, 0.5654)
C (0.5098, 1.8610, -0.2877)
C (-0.7936, -0.7247, 1.5873)
C (-1.4356, -0.9942, -0.7636)
C (-1.8960, -0.5699, 0.5814)
N (-3.2922, 1.2192, 0.0392)
N (-4.2120, 0.5752, -0.5974)
N (-2.2960, 0.8511, 0.5446)
H (4.7942, 0.2946, -1.0888)
H (4.4076, -1.8567, 0.3471)
H (2.9891, 1.9140, -1.4989)
H (2.1925, -2.2386, 1.2214)
H (-0.4347, 1.3782, -0.4258)
H (0.3173, 2.5699, 0.4222)
H (0.8059, 2.3782, -1.2027)
H (-0.8026, -1.8134, 1.7758)
H (0.1869, -0.4183, 1.1385)
H (-0.9423, -0.1847, 2.4939)
H (-0.7237, -1.8139, -0.6378)
H (-0.8993, -0.2192, -1.3061)
H (-2.3185, -1.1806, -1.4224)
H (-2.8635, -1.0466, 1.1023)
H (-4.1360, -0.3995, -0.9025)
H (-5.0429, 0.9936, -0.8508)

Values from the calculation:
Multiplicity ... 1
Total charge ... +1
HOMO-LUMO gap (alpha / beta) ... 5.585 / 5.585 eV

---

Most stable: model w. Least stable: model x.

---

Model w:
Molecular formula: C6H6N4
Method: DFT, ωB97M-V/def2-TZVPD

CARTESIAN COORDINATES (ANGSTROEM)
C (0.2302, 1.6308, 0.5750)
C (-0.6388, -1.1661, 1.2308)
C (0.5624, -1.2228, 0.6600)
C (-2.1518, -0.3102, -0.4610)
C (2.0629, 0.4752, -0.3960)
C (0.6794, 0.8859, -0.6521)
N (-0.0745, 1.8578, 1.6693)
N (-1.6871, -0.5124, 0.6280)
N (1.0021, -0.5085, -0.5116)
N (-2.7224, 0.2024, -1.4307)
H (-0.7659, -1.7175, 2.1664)
H (1.3541, -1.9191, 1.0246)
H (2.7922, 0.5854, -1.1924)
H (2.3761, 0.7148, 0.5776)
H (0.1887, 1.1305, -1.6539)
H (-3.2078, -0.1261, -2.2339)

Values from the calculation:
SMILES string ... N#C[C@H]1CN1/C=C\N=C=N
Multiplicity ... 1
HOMO-LUMO gap ... 9.457 eV

---

Model x:
Molecular formula: C6H6N4
Method: DFT, ωB97M-V/def2-TZVPD

CARTESIAN COORDINATES (ANGSTROEM)
C (-1.9186, 1.8800, 0.0482)
C (-1.2143, 0.5415, -0.0852)
C (-1.2494, -1.7232, -0.0076)
C (0.7450, -0.8086, -0.0040)
C (2.3835, 0.6252, 0.0134)
C (0.1379, 0.4232, -0.0670)
H (-1.4798, 2.5869, -0.6287)
H (-2.9839, 1.7530, -0.1796)
H (-1.7890, 2.3457, 1.0130)
H (-1.9297, -2.5896, -0.0311)
H (3.3565, 1.1592, 0.1732)
H (1.1882, 2.3154, -0.0521)
N (-1.9309, -0.5911, 0.0522)
N (0.0462, -1.9613, -0.0003)
N (2.1625, -0.6434, 0.0418)
N (1.1984, 1.3102, -0.0480)

Values from the calculation:
SMILES string ... Cc1ncnc2nc[nH]c12
Multiplicity ... 1
HOMO-LUMO gap ... 9.968 eV

---

Most stable: model x. Least stable: model w.

---

Model w:
Molecular formula: H4OP2
Method: DFT, ωB97M-V/def2-TZVPD

CARTESIAN COORDINATES (ANGSTROEM)
O (-1.3461, -0.1474, 1.0102)
P (0.6044, -0.2955, -1.5044)
P (0.0442, -0.1061, 0.6016)
H (-0.2312, 1.7331, -0.6776)
H (-0.6170, -0.9379, -1.8195)
H (0.7034, 0.8124, 1.2755)
H (0.8423, -1.0585, 1.1141)

Values from the calculation:
Multiplicity ... 1
HOMO-LUMO gap (alpha / beta) ... 8.094 / 8.217 eV

---

Model x:
Molecular formula: H4OP2
Method: DFT, ωB97M-V/def2-TZVPD

CARTESIAN COORDINATES (ANGSTROEM)
O (-0.0454, -0.7959, 1.7321)
P (-0.3508, 0.4694, -0.8229)
P (-1.1189, 0.1422, 1.2570)
H (0.4444, 1.5835, -0.5856)
H (-1.4254, 1.3697, -0.9993)
H (1.0190, -1.7268, 0.1223)
H (1.4771, -1.0421, -0.7035)

Values from the calculation:
Multiplicity ... 1
HOMO-LUMO gap ... 7.644 eV

---

Most stable: model x. Least stable: model w.